204
Properties=species:S:1:pos:R:3:forces:R:3 method="wB97M-V/def2-TZVPD" relative_energy_kcal_mol=109.0 total_energy_ev=-100203.82203
C -14.114622 -17.098245 23.220465 -0.48 1.24 -0.07
H -12.890099 -13.990312 19.103565 0.01 -0.53 0.43
H -12.443129 -16.379106 25.605117 -0.41 0.31 -0.47
H -8.355474 -11.531254 22.991600 -0.05 0.41 -0.41
C -17.457812 -14.243505 23.777071 -0.41 0.61 -0.39
C -12.550466 -13.980018 15.103048 -1.00 -0.05 -1.85
H -16.093977 -19.450747 13.981570 0.01 -0.30 0.64
H -15.947820 -18.350646 16.192052 -0.17 0.25 0.24
H -16.037591 -18.044779 20.131273 -0.20 0.30 1.33
H -13.933905 -19.090488 19.224245 -1.23 -0.01 -0.20
H -5.687261 -15.570809 18.173102 -0.63 -0.23 0.45
H -5.985615 -19.205966 18.751968 -0.06 0.05 0.58
H -10.946186 -22.798718 25.456617 0.05 -0.89 0.36
C -15.951618 -17.682306 15.334827 1.49 -0.16 -1.14
H -14.506506 -16.299903 22.556703 0.66 -0.48 0.35
O -10.555209 -12.858009 23.391365 -1.03 0.53 -0.01
H -10.724340 -11.956448 23.708119 0.10 -0.36 -0.22
C -9.222849 -14.762312 23.771990 0.23 0.07 -1.47
H -11.196626 -11.040673 19.386612 -0.62 -0.57 0.53
H -10.589008 -17.407406 12.585047 -0.35 -0.22 -0.43
H -10.217108 -16.626131 19.043793 0.87 -0.33 0.05
H -20.624177 -17.647350 18.866656 -0.95 0.51 0.45
C -12.242729 -16.176853 26.649708 0.64 -1.09 1.09
H -17.310772 -15.973033 19.933845 -1.50 -0.29 -0.08
C -5.806297 -19.417388 19.827648 1.40 0.15 -1.62
H -13.868905 -20.978754 16.307840 -0.91 -1.12 -0.55
H -11.148983 -16.323236 26.784109 -0.05 0.78 -0.19
H -18.439916 -17.910738 20.271732 -0.72 -0.16 -1.17
C -18.657527 -18.412349 19.273994 0.73 0.30 0.83
O -14.122520 -18.280316 22.546034 0.64 -1.78 -1.70
H -7.192479 -12.819641 23.190187 -0.93 -0.05 -0.47
H -10.871320 -19.846824 14.870358 -0.06 0.25 -0.07
H -9.812196 -21.829791 24.591650 0.89 0.31 -0.53
H -20.595921 -16.831049 16.451402 0.23 0.01 -0.67
H -13.233740 -12.454749 24.323212 0.13 -0.14 -0.21
O -12.427559 -15.220728 15.675236 -0.91 -0.04 0.96
H -17.557401 -18.415743 14.105310 0.09 -0.19 -0.29
C -19.105410 -22.157962 21.463725 -0.22 0.10 -0.40
H -11.136053 -13.643626 26.636602 -0.86 -0.26 0.16
H -12.326031 -14.066323 25.414389 -0.02 0.29 -1.02
H -12.046005 -17.341005 20.521295 0.46 -0.53 0.14
H -8.447479 -12.925346 21.914956 -0.29 -0.57 -2.46
C -20.620588 -17.919719 16.277806 -1.40 1.54 1.27
H -8.198913 -15.076315 23.966344 -0.08 -0.30 0.13
H -13.186050 -20.716901 25.825357 -0.93 -0.32 -0.51
H -9.541773 -15.130784 22.787552 0.29 0.10 -0.02
C -16.600874 -16.368983 15.614251 -1.80 0.58 -0.13
H -5.410408 -15.016202 19.777835 0.57 0.18 1.02
N -15.292919 -21.036128 22.528218 0.36 -1.33 -0.93
C -9.266078 -13.252525 23.798351 0.16 -0.60 1.17
H -10.491234 -14.957910 16.508371 -0.83 -0.41 -0.91
H -14.800130 -17.205377 24.043079 -0.36 0.36 0.98
H -13.390473 -20.456954 21.549109 -0.15 -0.28 -0.02
H -10.070824 -10.886436 20.663181 0.36 -0.47 0.16
H -13.847634 -19.211480 16.338071 0.67 -1.03 0.58
H -17.673143 -16.557572 15.824343 0.33 0.43 -0.25
C -12.324403 -19.789956 27.521516 0.73 -0.73 0.06
H -16.323202 -15.548045 22.745554 0.02 -0.28 -0.91
H -6.397243 -21.919197 20.362632 -0.69 -0.01 0.10
C -6.554299 -16.647094 14.814403 -0.64 -0.39 0.18
H -13.907825 -17.265371 27.495690 0.73 -0.18 0.42
N -17.341754 -18.498541 18.625979 -1.14 1.41 -0.90
H -19.588733 -21.388882 20.873272 -0.29 0.25 0.13
H -14.150175 -13.965347 20.350223 -1.00 0.16 0.08
C -5.723239 -14.456436 15.085346 0.54 1.26 -1.51
C -8.574708 -16.963777 12.586413 0.50 1.67 0.50
H -13.041511 -20.268999 17.622475 -0.26 0.35 0.14
H -7.880263 -18.096322 20.326955 0.44 -0.46 -0.16
H -14.166135 -19.238322 24.245865 -0.66 -0.77 1.56
C -12.794839 -17.304788 27.521111 0.45 -0.59 -0.77
C -19.685217 -17.679330 18.368045 1.89 -2.99 0.58
H -17.274684 -23.820313 22.033388 0.66 -0.63 -0.03
H -19.525946 -23.109174 21.126209 0.11 -0.30 0.12
C -11.148049 -16.101786 18.964072 -0.90 -1.54 1.00
C -16.231932 -18.829106 19.440123 1.81 -1.30 -0.38
H -8.516902 -16.999353 15.576845 -0.39 -0.40 -0.90
H -7.629597 -17.442708 12.540313 1.14 -0.69 0.37
H -11.196312 -20.000022 13.113644 -0.04 0.36 0.45
H -16.733482 -12.387728 23.091751 -0.43 -1.01 0.73
H -21.678478 -18.139961 16.473012 -0.04 -0.45 -0.31
H -15.834668 -20.426199 21.932590 0.19 0.61 0.03
H -6.236651 -16.966693 15.799676 0.40 0.24 0.67
C -10.881013 -19.300432 13.924101 0.55 -0.79 -0.56
H -16.587859 -14.511108 19.359870 0.46 -0.04 0.34
H -6.743145 -19.894827 21.614088 -0.29 -0.09 -0.62
O -17.746228 -22.036064 21.205647 1.00 -0.17 0.18
C -9.019228 -11.835845 18.357375 0.79 1.34 0.43
H -12.559822 -19.361065 23.526564 0.05 0.84 0.10
O -8.138516 -19.028390 20.335422 0.08 -0.86 -0.06
O -9.566431 -18.832123 13.646331 -0.59 0.04 0.50
H -10.677225 -15.821270 14.918409 0.82 0.08 -0.90
C -16.706738 -15.145988 20.240421 -0.61 0.93 0.89
O -13.124605 -15.733339 20.433654 -0.64 1.41 -1.17
H -14.947251 -14.161335 24.508126 0.10 -0.40 0.64
O -9.780013 -12.509883 19.300450 -0.42 0.01 0.67
H -12.133934 -13.153557 15.654377 0.46 0.30 0.35
H -6.368552 -17.545646 14.207313 -0.25 0.47 -0.16
H -8.447276 -14.775193 20.541694 0.60 -0.54 0.54
C -8.248471 -12.600579 22.867417 1.37 0.41 3.76
H -14.060895 -9.636754 21.988306 0.65 -0.56 1.08
H -4.951906 -13.790550 14.633668 -0.37 -0.53 0.32
C -13.830461 -20.676262 22.533389 -2.69 1.81 0.16
C -8.524257 -12.709364 17.274069 1.50 -1.95 1.66
H -15.854096 -15.737237 20.565922 0.91 0.87 0.12
H -7.644455 -21.561715 19.187102 -0.35 0.11 0.06
C -15.576688 -22.412380 21.961948 3.06 0.79 0.28
N -8.658939 -15.915787 13.644983 -0.44 -1.61 -0.07
C -6.732023 -13.756891 18.621306 -1.90 -1.12 -0.08
H -16.024694 -17.922259 13.232209 -0.81 -0.10 0.42
H -8.107611 -21.789036 20.958393 0.48 0.37 -0.80
H -11.529268 -21.985416 24.044713 0.39 0.06 -0.23
C -14.233180 -12.197290 23.981132 -1.69 -0.85 -0.96
C -14.891507 -18.939666 18.642215 -1.38 1.21 -0.16
H -7.720270 -12.191653 16.807359 0.29 0.88 -1.09
N -12.291685 -18.551386 26.863029 -3.03 2.23 1.54
C -7.365205 -21.389043 20.225998 0.73 0.39 0.48
H -14.488618 -16.605188 14.527523 -0.10 -0.31 0.31
H -12.563439 -10.586118 22.049492 0.22 -0.24 -0.36
H -12.811939 -12.968387 26.713795 -0.14 0.06 0.18
H -17.352527 -19.072402 17.810136 -0.27 -0.42 -0.47
H -20.321245 -18.165688 15.302235 0.26 -0.39 -1.35
H -14.766992 -11.622106 24.717638 0.13 0.83 0.57
H -10.217139 -17.283603 16.825898 0.57 -0.45 0.23
C -10.624578 -11.657893 20.105485 1.95 1.66 -2.59
C -16.950701 -22.793572 22.144416 -3.16 1.27 0.79
O -17.272107 -14.300023 21.322599 1.20 -1.30 -0.74
H -12.197776 -14.021848 14.058409 0.53 0.39 0.22
H -11.111149 -12.305774 20.742816 -1.47 -0.95 1.26
H -11.532023 -18.431640 13.923198 -0.53 -0.17 0.38
O -14.252513 -11.553381 22.713623 0.14 0.12 0.20
H -8.508514 -16.442024 21.120782 -0.14 -0.55 -0.57
H -13.616593 -13.825443 14.966308 -0.29 0.33 0.32
C -11.827391 -16.299841 20.353980 -0.34 0.82 -1.02
H -17.265524 -14.910075 24.648300 -0.32 0.51 -0.43
H -14.926576 -23.082285 22.527788 -0.02 -0.23 0.02
C -11.224990 -16.968704 16.637748 -0.38 0.98 1.03
C -6.998313 -19.917124 20.518827 -1.59 0.21 1.99
C -12.231944 -13.844888 26.456651 1.07 -0.31 0.05
O -15.149238 -19.948379 17.709646 1.80 -1.95 -0.69
C -13.170064 -14.305968 20.129592 1.35 -1.11 1.03
H -18.020372 -15.838466 22.344170 -0.51 -0.55 0.66
H -16.408636 -19.843716 19.821377 0.33 0.17 1.00
C -8.031416 -16.264383 14.926785 0.43 0.55 -0.01
O -19.800353 -18.517956 17.208415 0.76 -0.08 0.92
H -16.480717 -15.547462 14.854915 -0.21 -1.17 0.06
H -11.511285 -18.335875 26.361431 2.66 0.12 -1.51
H -12.763401 -16.268149 17.761111 -0.21 -0.21 -0.11
H -5.372105 -18.537192 20.312530 -0.23 0.03 -0.17
H -18.456650 -13.843834 23.775943 -0.63 0.04 0.51
C -9.654968 -17.967293 12.534370 0.32 -0.41 0.29
H -13.338252 -21.498953 22.979764 0.73 -0.70 0.57
C -6.187385 -15.132577 19.059221 -0.56 0.08 -1.26
H -19.282667 -22.032640 22.526261 -0.41 0.13 0.29
H -11.450215 -20.059125 28.166048 -0.37 0.57 0.01
H -9.172961 -13.051003 24.899373 0.45 0.64 -0.87
H -14.932897 -13.871730 22.795681 0.22 0.29 0.33
C -15.170977 -13.403439 23.777276 0.89 -0.69 -0.68
H -7.039516 -13.163771 19.469308 0.19 0.34 0.69
O -7.191511 -16.054713 19.523263 0.37 -0.38 -1.13
C -17.286925 -15.070598 22.527045 0.97 -0.10 -0.43
H -8.267417 -15.050697 13.291375 0.10 -0.23 0.14
C -16.463730 -18.441978 14.120489 -0.10 1.09 -0.95
H -12.346560 -17.116972 28.526816 -0.75 -0.38 -0.34
H -6.053275 -13.197381 18.023504 1.29 0.40 -0.11
O -14.566617 -17.398667 15.080410 0.82 -0.16 0.19
O -11.153997 -20.822541 25.686813 0.36 1.98 0.91
H -5.451060 -14.660897 16.088998 0.24 -0.33 1.17
H -6.646523 -13.875997 15.074452 -0.27 -0.11 0.12
H -7.062159 -15.592133 21.475771 0.05 0.62 0.48
H -9.524190 -18.600346 11.635778 -0.48 0.53 -0.06
H -16.202141 -15.917922 16.494985 0.43 0.03 0.91
H -5.036594 -20.191688 19.841302 0.14 0.04 0.09
H -15.291574 -22.530143 20.908946 0.05 0.22 -0.07
C -11.134501 -15.655488 15.862916 0.84 -0.68 1.57
N -11.918578 -16.802822 17.928182 0.34 0.54 0.23
H -8.581728 -16.424530 11.672016 -0.32 0.56 -1.10
N -7.872245 -13.939342 17.721275 -1.01 -1.79 0.21
C -13.478995 -10.389364 22.604336 -0.22 0.50 -1.05
H -12.326926 -21.829827 27.037522 -0.52 0.22 -0.75
H -14.778098 -18.008754 18.043868 0.27 -0.01 0.55
H -10.910616 -15.064876 18.818266 -0.04 0.85 -0.34
O -5.773178 -15.605471 14.292116 0.34 -0.24 -0.41
H -8.157681 -11.298367 18.814755 -0.43 -0.18 0.14
H -17.245921 -22.451026 23.171704 0.06 -0.39 -0.52
H -9.926958 -15.198622 24.442186 -0.34 -0.24 0.88
H -9.558779 -11.099371 17.782988 -0.81 0.85 0.26
C -13.644221 -19.356467 23.340984 0.76 -1.00 -2.01
H -19.088673 -19.390457 19.554009 0.16 0.01 -0.19
H -8.134994 -15.378057 15.556898 0.36 0.17 -0.02
H -13.113262 -10.030075 23.561064 -0.50 0.47 0.34
C -12.344189 -20.870015 26.459880 0.92 -1.47 1.09
C -13.915459 -20.153109 16.966895 -0.39 2.56 -0.11
C -10.827116 -21.896633 24.885693 -1.78 -0.66 0.13
H -13.116590 -16.879683 23.592170 0.24 0.45 0.07
H -11.220188 -15.856382 21.152869 0.28 -0.13 0.01
H -11.746649 -17.758085 16.129836 -0.24 -0.14 -0.65
C -7.829646 -15.699797 20.716269 -0.18 1.65 0.01
H -13.232849 -19.781605 28.130230 0.06 -0.53 -0.05
H -19.255901 -16.760383 18.085053 0.15 1.49 -0.32
H -12.504820 -13.855940 20.887147 -0.05 0.31 -0.49
O -12.729073 -14.969151 27.136454 0.01 0.39 0.44
H -8.543495 -14.661512 18.081751 0.86 1.16 -0.32
H -9.325719 -12.954954 16.637649 -0.79 -0.38 -1.16
N -16.583269 -13.083829 23.853572 0.69 1.32 -0.38


17
Properties=species:S:1:pos:R:3:forces:R:3 method="wB97M-V/def2-TZVPD" relative_energy_kcal_mol=35.8 total_energy_ev=-21939.25582
H -0.292473 -0.996610 -1.642671 -0.92 1.47 0.76
H -1.648165 2.668240 0.074967 0.89 2.48 1.24
C -1.968364 1.794164 -0.330655 1.40 -2.58 -1.20
H -0.733799 -2.221287 0.372366 0.26 -0.54 0.30
F 2.756997 -0.714326 -1.028323 -1.22 1.28 1.38
C -1.070005 -0.534595 -0.926703 -0.75 -2.07 -2.22
O 3.488907 1.034687 0.444055 2.06 2.74 0.14
C -0.838098 -1.155402 0.423292 0.09 0.36 0.73
H 3.408670 -0.890698 1.700606 -0.49 0.15 -0.32
H -2.097917 -0.812676 -1.380159 1.54 0.32 0.84
H -2.974516 1.803384 -0.595984 -1.63 -0.65 -0.51
C -1.021845 0.863234 -0.548381 -0.35 2.72 -0.23
S 2.292479 0.343012 0.275043 0.90 -5.52 0.00
H 0.021496 -0.627454 0.929153 -0.87 -1.09 -0.39
H -0.056727 1.183148 -0.173992 0.03 0.03 -0.18
O 2.458750 -0.879774 1.449489 -0.74 1.30 -1.18
H -1.725388 -0.857041 0.957903 -0.19 -0.39 0.85


17
Properties=species:S:1:pos:R:3:forces:R:3 method="wB97M-V/def2-TZVPD" relative_energy_kcal_mol=61.0 total_energy_ev=-9440.39900
C 1.296668 0.961543 -0.718051 -0.35 -0.27 0.37
H 2.299633 -1.038523 -0.712548 0.25 0.11 -0.05
H -2.463722 -0.408712 0.221212 -0.18 -0.15 -0.12
C -0.390093 -0.326140 0.807120 -0.02 0.13 -1.32
H -0.570897 0.131742 -2.093871 -0.10 0.18 0.64
O -0.995189 0.771477 -1.496134 -0.17 -0.38 0.37
H 2.048018 -0.262578 0.886286 0.06 -0.25 -0.13
C -1.823327 -0.856647 0.976956 0.04 0.09 -0.45
H 1.515031 0.996402 -1.804574 -0.64 -0.06 0.48
C 1.634401 -0.418414 -0.121860 0.45 -0.27 -0.01
H -1.833089 -1.947080 0.850053 0.10 0.22 -0.10
H -2.283437 -0.668604 1.964594 0.58 0.21 -0.38
O 0.416420 -1.142115 -0.032417 0.43 -1.07 0.16
H -0.576703 1.906278 0.089932 0.07 0.47 0.00
H 1.857965 1.811132 -0.300014 -0.18 -0.47 0.21
H 0.074466 -0.503972 1.831011 -0.08 1.76 -0.92
C -0.206146 0.994211 -0.347696 -0.25 -0.25 1.26